This record from the OMol25 dataset describes a structure of composition C20H11F4N6O2Pt. The level of theory is ωB97M-V/def2-TZVPD.

Computed properties:
Expectation value of S²: 3.80
LUMO energy (alpha / beta) in eV: -0.43 / -2.41
Multiplicity: 4

```
44
C20H11F4N6O2Pt ωB97M-V/def2-TZVPD
Pt 0.755 -1.512 0.215
N -1.546 -5.051 -0.641
C -0.653 -4.104 -0.319
O -1.028 -2.975 0.007
C 0.810 -4.454 -0.321
C 1.642 -3.214 -0.614
H -2.526 -4.830 -0.606
H -1.254 -5.973 -0.911
H 1.007 -5.284 -1.007
H 1.022 -4.818 0.690
H 1.684 -3.013 -1.687
H 2.655 -3.331 -0.231
O 1.401 0.473 0.828
N 1.645 1.439 -0.051
C 1.308 2.695 0.301
C 1.518 3.737 -0.571
C 2.094 3.492 -1.808
C 2.468 2.197 -2.125
C 2.236 1.178 -1.226
H 0.881 2.785 1.288
H 1.205 4.729 -0.280
H 2.233 4.297 -2.514
H 2.923 1.955 -3.074
H 2.463 0.137 -1.396
F -2.479 -1.367 1.805
C -2.150 -0.163 1.341
C -2.256 0.113 0.019
F -2.692 -0.818 -0.828
C -1.872 1.380 -0.507
C -1.784 2.414 0.451
C -1.660 2.132 1.785
F -1.273 3.118 2.598
C -1.646 0.801 2.259
C -0.907 0.358 3.384
C -0.154 -0.809 3.108
N 0.495 -1.660 2.668
C -0.585 1.148 4.513
N -0.340 1.774 5.449
F -1.539 3.665 0.046
C -1.362 1.446 -1.830
C -1.165 2.644 -2.560
N -1.009 3.611 -3.169
C -0.625 0.294 -2.194
N 0.062 -0.635 -2.284
```